Record 1
A gas-phase ion, C2H6N3S (charge +1) at a distorted geometry. Source: the OMol25 dataset; level of theory: wB97M-V/def2-TZVPD.

Computed properties:
- Kohn-Sham gap: 0.3424 hartree
- ΔE to the lowest compared entry with this formula, charge and spin: 12.63 kcal/mol
- Max |F|: 5.0 eV/Å
- Structure (SMILES): [NH2+]=C1NCSN1

ORCA input file:
```
! RIJCOSX wB97M-V def2-TZVPD def2/J DEFGRID3
* xyz 1 1
C -0.191 0.267 -0.565
C 0.254 -0.733 1.519
N 1.149 0.274 -0.589
N -0.649 -0.398 0.476
N -0.926 0.619 -1.610
S 1.918 -0.416 0.810
H 0.317 -0.004 2.414
H 0.281 -1.765 2.035
H 1.683 0.812 -1.221
H -1.643 -0.484 0.784
H -0.352 1.030 -2.342
H -1.842 0.800 -1.711
*
```

---

Record 2
A gas-phase ion, C2H6N3S (charge +1) at a distorted geometry. Source: the OMol25 dataset; level of theory: wB97M-V/def2-TZVPD.

Computed properties:
- Kohn-Sham gap: 0.3780 hartree
- ΔE to the lowest compared entry with this formula, charge and spin: 54.55 kcal/mol
- Max |F|: 5.5 eV/Å
- Structure (SMILES): N#CSNC[NH3+]

ORCA input file:
```
! RIJCOSX wB97M-V def2-TZVPD def2/J DEFGRID3
* xyz 1 1
C -0.615 1.914 -0.671
C 0.330 -0.540 0.749
N -1.296 1.732 -1.559
N 1.109 0.611 0.621
N -0.502 -1.138 -0.410
S 0.386 2.263 0.581
H 1.102 -1.343 1.018
H -0.242 -0.408 1.588
H 1.819 0.534 -0.085
H 0.034 -1.599 -1.035
H -0.826 -0.211 -0.691
H -1.299 -1.817 -0.106
*
```